{"formula": "C3H5Cl", "method": "ωB97M-V with the def2-TZVPD basis set", "symbols": ["C", "C", "C", "Cl", "H", "H", "H", "H", "H"], "coordinates": [[0.41442, 0.10130, 0.91846], [-0.02340, -0.81175, 1.70543], [0.03847, 0.33846, -0.51105], [0.45330, -1.13916, 3.25273], [1.13000, 0.70444, 1.30495], [-0.71735, -1.98337, 1.04338], [-0.98537, 0.72554, -0.50451], [0.73924, 1.11515, -0.84640], [0.07479, -0.54943, -1.25546]], "forces_ev_per_a": [[-0.91, -0.59, -2.24], [-3.05, -5.81, -2.74], [0.10, -0.61, -0.90], [0.38, -0.20, 1.69], [1.98, 2.23, 1.22], [1.77, 3.83, 2.22], [0.17, 0.10, -0.38], [-0.50, -0.20, -0.42], [0.06, 1.26, 1.55]], "spin_multiplicity": 1, "orbital_gap_ev": 10.4447, "total_charge": 0, "e_above_lowest_kj_mol": 195.97, "e_tot_ha": -577.39855}